No. 1
12
Properties=species:S:1:pos:R:3 method="wB97M-V/def2-TZVPD" charge=+1 total_energy_ha=-5374.540528 e_lumo_ev=-4.41 orbital_gap_ev=10.2 relative_energy_kcal_mol=28.2 max_force_ev_per_a=4.64
N -0.65 0.32 -0.94
H -2.50 0.56 1.84
C -1.60 0.90 1.45
N 0.71 -1.62 -1.07
H 1.60 -2.03 -1.24
Br 0.08 0.26 2.00
H 1.32 0.22 -0.60
C -1.65 0.75 -0.33
Br -3.05 1.69 -1.16
H -0.04 -2.25 -1.36
H -1.80 2.04 1.70
C 0.47 -0.35 -0.75

No. 2
96
Properties=species:S:1:pos:R:3 method="wB97M-V/def2-TZVPD" charge=0 total_energy_ha=-3093.315060 e_lumo_ev=-0.41 orbital_gap_ev=6.9 relative_energy_kcal_mol=54.8 max_force_ev_per_a=1.39
H -0.84 7.79 1.71
C -1.54 4.45 1.56
H 4.73 1.41 1.77
C -2.76 -2.10 -0.63
H -2.99 1.99 -3.11
C 4.60 0.85 -0.40
C -5.26 -4.31 0.98
N 2.27 -0.59 -0.82
H 8.28 -0.08 1.23
H 8.06 2.27 1.03
S 3.04 0.76 -1.36
H -1.09 1.92 -1.65
H -5.44 -4.74 1.95
C 4.94 2.71 -2.04
H 0.01 -5.88 0.50
C -1.77 -1.41 -0.72
C 3.61 2.89 0.73
O 0.80 2.06 0.13
C 2.89 -1.55 -0.24
C -4.15 -3.51 0.78
H -5.78 -0.38 3.65
H -4.91 3.22 1.53
N -2.17 1.46 0.09
C -2.39 0.02 2.50
C -1.89 1.32 2.45
C 3.95 3.52 -1.66
N 4.23 -1.55 0.08
C 5.10 -0.48 0.06
H 4.58 -2.36 0.57
C -5.27 1.50 0.32
C -1.73 2.01 1.16
H -4.62 -2.75 -2.49
C -2.06 2.16 -1.17
C 0.33 3.19 0.52
O 2.56 5.78 -0.74
C 2.28 4.69 -0.27
H 3.55 4.22 -2.39
C 3.29 3.60 -0.37
C 7.35 0.32 0.85
H -5.20 2.02 3.66
C 0.38 5.63 0.85
C -1.73 1.33 4.85
H -2.35 -0.46 5.85
H -2.44 7.11 1.40
C -1.55 1.97 3.64
H -2.69 -0.47 1.58
C -5.76 -0.53 1.51
C 6.34 -0.67 0.57
Te -5.08 2.56 -1.53
C 0.64 -5.02 0.37
C 1.00 4.45 0.41
H 3.04 3.06 1.64
H -7.01 -5.16 0.10
C 7.22 1.65 0.75
H 5.30 2.76 -3.06
C -0.86 5.66 1.44
H -2.10 3.25 -1.04
C -2.22 0.04 4.90
C -5.31 1.49 2.72
C 2.76 -4.04 -0.10
C -1.49 6.94 1.91
H -1.70 6.91 2.98
H -2.92 -1.63 3.75
C -4.80 -3.19 -1.52
H 6.59 -1.68 0.87
C -6.14 -4.55 -0.06
C 4.67 1.86 0.78
C 2.15 -2.79 0.03
H -2.54 4.42 1.98
H -1.16 2.97 3.61
Cd -0.22 -0.11 -0.22
H -3.25 0.60 -2.02
H -1.48 1.85 5.77
C 1.99 -5.17 0.08
N 0.86 -2.65 0.33
H 6.16 3.42 0.20
C 6.03 2.34 0.21
C -5.63 0.14 2.71
C -5.58 0.15 0.32
C -3.18 1.68 -2.08
H -6.59 -4.18 -2.12
C -3.90 -2.94 -0.48
C -5.90 -3.99 -1.31
H -5.69 -0.38 -0.62
C -5.14 2.17 1.53
C -0.98 3.28 1.11
C -2.54 -0.62 3.72
H -0.92 -3.58 0.69
C 0.13 -3.74 0.48
H 0.94 6.54 0.72
H -3.46 -3.31 1.59
H 6.40 1.19 -1.68
H 2.44 -6.15 -0.02
H 3.80 -4.12 -0.39
C 5.62 1.72 -1.16
H -6.01 -1.58 1.50

No. 3
56
Properties=species:S:1:pos:R:3 method="wB97M-V/def2-TZVPD" charge=0 total_energy_ha=-1713.918253 e_lumo_ev=-0.08 orbital_gap_ev=8.8 relative_energy_kcal_mol=12.0 max_force_ev_per_a=1.67
S -2.75 3.20 -1.99
N -0.58 -0.63 0.06
H 1.40 2.40 2.14
C 1.26 -2.13 -0.62
H 1.01 -3.17 -3.82
C 4.22 2.87 0.18
C 0.45 -1.56 0.53
C 4.43 0.81 1.59
O 1.16 -1.16 2.79
H 4.39 3.29 -0.81
C -4.22 -1.28 -0.02
C 1.44 -2.95 -2.85
C 1.30 -0.86 1.62
H 2.82 0.54 3.02
C 2.73 2.96 0.53
N 2.14 0.06 1.15
H -1.40 -0.90 2.57
H 4.14 0.85 -0.55
H 2.12 0.27 0.16
C -0.26 0.39 -0.75
C -2.19 -1.00 1.85
C -1.91 -0.88 0.49
C -1.46 2.11 -2.18
H -0.07 -2.39 1.02
H -5.94 -2.20 2.72
H 2.15 2.44 -0.23
C -4.52 -1.39 1.34
O 0.86 0.55 -1.23
N -3.01 2.67 -0.43
H 4.33 -3.25 -1.47
H -0.89 2.03 -3.08
C 4.68 1.42 0.22
H -5.01 -1.39 -0.75
H 2.41 4.01 0.52
C -2.93 -1.03 -0.44
H -6.42 -0.68 1.98
H 5.02 1.34 2.34
H -2.71 -0.96 -1.50
C -3.48 -1.26 2.26
C -5.92 -1.63 1.79
N -2.22 1.76 -0.08
H 2.99 2.95 2.66
C 2.61 -2.45 -0.47
C 3.28 -2.99 -1.55
C 2.95 0.91 1.99
H -3.70 -1.34 3.31
N 2.72 -3.24 -2.72
H -6.49 -2.17 1.04
C 0.66 -2.41 -1.84
H 4.73 -0.24 1.60
H -0.38 -2.20 -2.00
C 2.47 2.36 1.91
H 3.12 -2.28 0.47
H 5.74 1.36 -0.02
C -1.33 1.38 -1.02
H 4.79 3.45 0.90

No. 4
22
Properties=species:S:1:pos:R:3 method="wB97M-V/def2-TZVPD" charge=0 total_energy_ha=-238.155854 e_lumo_ev=1.10 orbital_gap_ev=11.9 relative_energy_kcal_mol=25.5 max_force_ev_per_a=2.77
H 0.58 -2.21 2.15
H -0.93 -0.25 2.79
H 0.16 2.50 -1.33
H 1.69 -0.02 1.45
C -0.22 -0.71 0.84
H 1.47 -2.21 0.69
C 0.45 0.54 -2.36
H 1.50 0.46 -2.09
C -1.36 -0.43 1.80
C -0.22 1.90 -2.16
H -1.21 1.65 -1.75
H -0.30 2.46 -3.08
H -0.63 -0.54 -0.15
H -2.01 -1.28 1.96
H -0.14 -2.80 0.60
H -2.04 0.38 1.55
H 0.07 -0.22 -1.68
C 0.83 0.45 0.98
H 0.52 1.04 1.85
H 0.29 0.12 -3.36
H 1.02 1.21 0.23
C 0.47 -2.03 1.08

No. 5
154
Properties=species:S:1:pos:R:3 method="wB97M-V/def2-TZVPD" charge=0 total_energy_ha=-5390.875436 e_lumo_ev=-0.72 orbital_gap_ev=9.9 relative_energy_kcal_mol=47.0 max_force_ev_per_a=4.16
H -3.13 -4.22 -2.16
O -6.25 0.27 2.29
O -2.27 -2.66 3.09
C 4.70 3.15 3.03
C -3.09 2.20 -1.48
H -5.90 -2.11 2.61
H 2.69 -1.25 -4.40
H 1.02 0.64 6.37
H -1.72 3.84 7.65
C -2.10 4.83 -6.48
H 2.28 -4.34 -1.44
C 3.54 6.10 -1.26
H -0.77 4.53 6.27
C -3.10 -3.15 -2.37
O 4.10 1.25 -3.58
N -4.61 -0.49 6.15
O 6.86 2.66 -1.28
H 1.84 -3.06 -0.31
H 4.37 4.12 2.68
H 2.74 -5.74 3.80
H 3.11 7.08 -1.48
N 2.40 -0.83 6.02
O 1.97 5.69 0.38
O -2.54 3.73 0.24
H 0.63 2.71 1.69
O 1.40 2.69 4.32
H -0.94 3.38 2.22
C 0.59 0.56 -1.21
H -1.12 6.81 -2.02
H 0.78 -2.36 2.35
O -0.98 -0.99 2.99
O 3.58 -3.42 -5.54
N 0.04 5.38 -2.76
H 0.22 1.58 -1.28
O -3.14 2.82 -6.02
O -3.43 3.13 6.09
O -2.42 0.22 -4.14
O -2.87 -0.42 -6.21
N 3.12 5.87 0.13
C -5.69 -2.80 1.80
H 2.24 -5.97 -3.59
N 0.47 -4.81 -3.51
H 3.41 -3.91 -0.17
O 0.46 -5.73 0.14
O -1.99 2.60 4.64
H 0.06 -3.75 3.29
C 3.02 -1.20 -5.43
C -1.24 3.64 6.69
H -3.87 1.54 -1.10
O -3.81 -1.29 -1.01
N -2.48 3.72 -5.52
C 2.68 -3.50 -0.86
N 3.83 -6.90 2.45
N -0.61 -6.00 0.68
O -5.56 1.42 0.56
C -0.09 2.75 2.51
O -1.95 3.70 -4.43
O 3.78 -7.97 1.88
N 5.78 2.36 -0.81
C 2.93 2.85 -4.73
N -2.12 -0.26 -5.24
H -2.15 -2.77 -2.74
C 2.58 -6.15 2.80
H -4.15 -0.39 4.11
H -1.43 -7.07 -0.83
H -2.13 1.86 -1.07
N -3.19 3.56 -0.83
H 1.47 -5.58 -5.23
H -6.54 -3.01 1.15
H 4.83 3.10 4.11
O 1.76 -2.88 -6.47
H -4.38 2.92 2.18
O -0.34 -5.35 -2.76
O 4.87 -6.45 2.87
H -0.48 2.88 6.86
O -5.69 -4.40 3.56
H -0.33 1.74 2.85
H 5.53 0.27 -1.07
N 0.67 3.40 3.64
H 3.84 3.43 -4.57
O 3.14 -0.26 6.85
H -4.82 -2.34 1.32
N -5.55 1.17 1.76
H -3.77 1.41 3.01
O 0.15 -1.41 -0.02
H -0.86 -1.59 -6.01
H 1.65 0.69 -0.97
O 4.03 6.02 0.97
C 1.33 -5.80 -4.17
C -0.07 -3.04 2.47
H -1.95 -5.39 -0.72
O -3.87 4.45 -1.31
C -0.70 -0.65 -5.49
O 0.67 -3.62 -3.61
H -5.21 2.24 3.57
N -3.25 -2.45 -1.05
H -0.23 -3.49 1.49
H 5.64 2.94 2.50
O -2.82 -3.01 -0.04
O -0.75 -5.99 1.86
H 4.89 0.72 0.44
O 4.25 -3.05 -2.51
H -3.17 2.21 -2.57
H -0.18 0.08 -6.11
H 0.29 0.07 -2.13
N -5.34 -4.16 2.39
O 3.67 1.09 3.35
H 4.03 -0.81 -5.58
O -0.72 0.40 0.73
H 2.38 -5.33 2.12
H 0.83 -6.77 -4.25
N -2.26 3.10 5.73
O 3.00 2.31 1.67
H 0.36 -1.03 6.44
O 1.99 1.02 -3.85
C 1.02 -0.35 5.90
H 2.73 2.48 -5.73
H -1.90 5.74 -5.91
O -4.60 -1.13 7.24
H -1.42 5.24 -1.35
O 0.17 5.98 -3.83
H 3.13 5.37 -1.97
H -4.38 -2.01 4.83
N 2.99 1.62 -3.93
O 3.30 -1.36 -1.68
H -3.90 -2.86 -3.05
N 2.78 -2.58 -5.93
H 6.59 0.72 0.35
C -0.62 5.94 -1.58
C -3.90 -1.04 4.96
H -2.82 -0.99 5.14
C -4.63 1.98 2.68
H 2.11 3.47 -4.38
O -5.30 0.53 5.91
N 3.70 2.07 2.66
H -2.97 4.99 -7.11
H 0.74 -0.10 4.88
H -2.59 -6.62 0.48
H -0.06 6.35 -0.74
O 2.71 -1.84 5.36
H 1.83 -6.94 2.78
C 5.70 0.96 -0.24
O 4.84 3.08 -0.60
H -1.18 4.58 -7.01
O 0.71 4.39 -2.56
O -4.86 -5.01 1.69
H 2.33 -0.61 -6.04
H -0.18 -0.83 -4.55
C -1.76 -6.29 -0.14
N 0.00 -0.19 -0.02
H 4.61 5.94 -1.38
N 3.43 -2.57 -1.75
O 0.45 4.59 3.77
N -1.20 -2.16 2.83

No. 6
17
Properties=species:S:1:pos:R:3 method="wB97M-V/def2-TZVPD" charge=0 total_energy_ha=-802.628235 e_lumo_ev=0.69 orbital_gap_ev=8.9 relative_energy_kcal_mol=82.9 max_force_ev_per_a=5.72
H 1.38 0.72 1.79
H -1.37 -1.98 -1.38
H 1.50 -1.06 -1.06
H 0.72 -1.75 -2.38
H -0.33 -1.16 2.32
N -0.72 -1.59 0.52
C 0.57 -0.90 -1.65
C -0.41 1.75 1.22
H -0.66 2.03 2.34
C -0.57 -1.47 -0.79
O 0.50 0.34 -2.08
H 0.90 0.55 0.00
H -0.44 0.69 -1.99
Cl -1.78 1.38 0.10
H 0.13 2.63 0.56
N 0.03 -0.78 1.38
C 0.54 0.61 1.09

No. 7
60
Properties=species:S:1:pos:R:3 method="wB97M-V/def2-TZVPD" charge=-1 multiplicity=8 total_energy_ha=-7472.186914 e_lumo_ev="1.91 / 1.91" orbital_gap_ev="6.3 / 6.5" relative_energy_kcal_mol=4.8 max_force_ev_per_a=2.59
H 1.74 -5.10 -1.54
C -1.02 -0.44 -3.06
S 1.23 -2.79 3.44
H -1.34 -0.40 -4.09
C 1.57 -4.08 -1.12
C 0.22 2.72 -2.27
Eu -0.24 0.69 1.03
S 3.60 -1.49 2.38
H 1.50 2.01 3.73
O -3.47 -1.89 1.05
H 1.17 -4.15 -0.14
H -0.23 0.22 -2.76
H 1.86 2.28 5.35
H 2.31 2.86 -1.68
N 0.69 -3.40 -2.02
N -0.40 2.49 -1.04
C -1.71 2.45 -1.13
S -2.34 2.74 -2.75
H -1.55 2.97 1.97
S 2.38 1.24 2.17
N -0.69 3.08 2.45
C 0.32 3.51 4.67
F -2.06 -4.34 1.95
H 0.39 1.39 4.81
O -3.21 -2.75 -1.29
N -0.48 -1.77 -2.81
C 1.60 2.90 -2.49
C 0.60 -2.05 -2.04
C -0.24 3.06 -4.70
H -0.10 3.72 1.95
Se 1.72 -0.82 -1.20
H -1.44 4.33 4.03
C -0.36 -3.98 -2.74
C -0.93 3.35 3.84
H 0.02 3.87 5.68
C 2.94 -2.93 3.16
H -0.96 3.22 -5.50
H 3.11 3.25 -3.99
C 2.05 3.09 -3.77
C -1.07 -2.95 -3.23
O 3.55 -3.96 3.39
H 1.48 3.31 -5.92
H -1.50 2.59 4.29
C 1.15 3.14 -4.88
C -0.69 2.87 -3.37
O -1.32 -2.08 0.08
H 2.55 -3.60 -1.10
C 2.23 -0.44 2.68
N 1.08 2.24 4.70
H -2.03 -2.91 -3.76
S -2.83 2.00 0.18
C 1.16 -1.04 3.30
H -0.49 -5.04 -2.80
F -1.46 -4.94 -0.05
F -3.59 -5.00 0.58
S -2.70 -2.59 0.07
C -2.45 -4.32 0.68
S -0.37 -0.31 3.80
H 0.99 4.29 4.24
H -1.92 -0.33 -2.42

No. 8
17
Properties=species:S:1:pos:R:3 method="wB97M-V/def2-TZVPD" charge=0 total_energy_ha=-309.669928 e_lumo_ev="0.26 / 0.26" orbital_gap_ev="7.9 / 7.9" relative_energy_kcal_mol=108.2 max_force_ev_per_a=0.61
H -1.85 0.43 -0.05
H -0.09 1.94 -0.12
O -0.29 -0.77 -0.76
H 0.88 -0.08 -2.23
H 1.63 -1.66 0.04
H -2.14 -1.32 -0.03
C -1.37 -0.54 0.14
H 0.92 -0.90 2.69
C 0.49 -0.86 1.69
H -1.50 -0.60 2.38
C 0.68 1.48 -0.74
H -0.73 0.68 -2.19
C 1.51 -0.78 0.69
C -0.83 -0.66 1.53
H 1.45 1.08 -0.08
C 0.11 0.34 -1.57
H 1.14 2.22 -1.40

No. 9
63
Properties=species:S:1:pos:R:3 method="wB97M-V/def2-TZVPD" charge=0 total_energy_ha=-1223.882687 e_lumo_ev=0.02 orbital_gap_ev=6.6 relative_energy_kcal_mol=13.1 max_force_ev_per_a=4.57
H -1.11 -2.63 3.86
C -0.83 1.24 -1.10
C 0.51 1.86 -0.71
H 5.46 -0.37 -0.24
H 2.19 -2.84 2.21
C 4.78 0.58 1.63
C 0.70 -4.44 0.21
C -3.89 1.11 1.80
C 4.60 -0.14 0.42
H 5.78 0.92 1.90
C -0.05 -3.18 0.49
C -0.36 4.86 -3.89
H 3.85 1.41 3.44
H -0.23 0.64 -4.10
H 1.32 -4.17 3.00
H 1.13 4.47 -5.36
H -4.78 1.25 2.41
H 1.02 2.11 -5.42
H 0.69 -4.63 -0.86
H -2.55 3.24 -1.75
C -1.51 1.42 1.42
H -0.59 0.18 -1.39
O 0.09 -1.31 1.95
C -1.45 -3.23 -0.10
C -1.26 1.98 -2.85
H 0.71 1.77 0.39
H -1.99 -4.06 0.37
H 1.34 1.32 -1.20
C -1.39 4.50 -3.00
C 2.34 -0.52 1.10
H -1.86 1.12 -2.51
C -1.77 3.27 -2.52
H -1.27 -4.16 2.92
H -1.98 5.34 -2.59
H -2.91 -0.25 -1.17
H 0.25 -5.26 0.77
C -2.63 1.49 2.26
H -0.25 5.94 -4.09
H -1.39 -3.39 -1.18
O 0.74 -2.12 -0.11
C -3.99 0.41 0.60
C -0.01 -2.74 2.06
H 1.75 -4.33 0.52
C 3.34 -0.63 0.11
C 0.38 2.59 -4.67
C 2.44 0.36 2.19
H -2.16 -2.65 2.41
B 1.09 -1.34 0.96
H -4.94 0.08 0.20
H -2.00 -2.29 0.06
H 0.50 2.93 -1.04
H -0.57 1.80 1.81
H -2.56 1.94 3.24
H 1.35 -2.50 3.68
H 1.56 0.56 2.81
H 3.13 -1.16 -0.82
C -2.86 0.25 -0.20
C -0.36 1.72 -3.91
C 3.70 0.86 2.50
C 1.29 -3.11 2.78
C 0.45 4.00 -4.64
C -1.71 1.02 0.08
C -1.24 -3.06 2.86